No. 1
{"formula": "C36H41IN2OPtSSi", "method": "the ωB97M-V functional and the def2-TZVPD basis", "symbols": ["Pt", "I", "C", "C", "C", "C", "C", "C", "C", "C", "C", "C", "H", "H", "H", "H", "H", "H", "C", "C", "C", "C", "C", "C", "N", "N", "Si", "C", "C", "C", "H", "H", "H", "H", "H", "H", "H", "H", "H", "H", "H", "H", "H", "H", "H", "C", "S", "O", "C", "C", "C", "C", "C", "C", "H", "H", "H", "H", "H", "H", "H", "H", "C", "C", "C", "C", "C", "C", "C", "C", "C", "C", "H", "H", "H", "H", "H", "H", "H", "H", "H", "H", "H", "H"], "xyz": [[0.223, -0.764, 0.180], [0.507, -3.473, 1.435], [2.564, -3.129, 1.197], [3.360, -4.125, 1.677], [4.755, -3.951, 1.742], [5.298, -2.784, 1.309], [4.493, -1.744, 0.796], [5.098, -0.537, 0.383], [4.345, 0.499, -0.047], [2.945, 0.356, -0.143], [2.275, -0.793, 0.217], [3.064, -1.871, 0.740], [2.908, -5.051, 2.006], [5.385, -4.733, 2.144], [6.369, -2.626, 1.376], [6.178, -0.454, 0.412], [4.794, 1.438, -0.347], [1.349, 1.176, -0.737], [1.752, -2.275, -2.970], [0.367, -2.660, -2.560], [-0.285, -3.752, -3.088], [-1.615, -3.989, -2.718], [-2.241, -3.169, -1.813], [-1.502, -2.111, -1.243], [-0.246, -1.868, -1.662], [-1.877, -1.261, -0.257], [-3.305, -1.423, 0.710], [-3.417, 0.066, 1.835], [-3.265, -2.974, 1.772], [-4.872, -1.463, -0.331], [1.704, -1.400, -3.623], [2.253, -3.086, -3.495], [2.342, -1.989, -2.098], [0.223, -4.400, -3.788], [-2.153, -4.822, -3.152], [-3.261, -3.343, -1.497], [-2.788, -0.043, 2.725], [-4.445, 0.198, 2.182], [-3.118, 0.985, 1.323], [-2.256, -3.173, 2.138], [-3.596, -3.855, 1.216], [-3.914, -2.866, 2.645], [-4.772, -0.857, -1.236], [-5.711, -1.062, 0.245], [-5.143, -2.476, -0.637], [-1.728, 1.452, -2.506], [-0.014, 0.941, -2.805], [2.284, 1.439, -0.621], [0.532, 2.310, -3.814], [1.460, 3.226, -3.334], [1.893, 4.260, -4.158], [1.402, 4.383, -5.449], [0.481, 3.461, -5.931], [0.052, 2.423, -5.118], [-1.739, 2.449, -2.067], [-2.140, 0.725, -1.805], [-2.292, 1.440, -3.437], [1.850, 3.124, -2.329], [2.620, 4.971, -3.786], [1.752, 5.185, -6.087], [0.110, 3.543, -6.945], [-0.653, 1.690, -5.491], [-0.489, 2.654, 0.934], [-0.083, 1.713, 2.077], [1.402, 1.979, 2.428], [-0.214, 0.279, 1.698], [-0.940, 1.958, 3.336], [-0.625, 1.285, 4.518], [-1.386, 1.442, 5.664], [-2.503, 2.268, 5.648], [-2.828, 2.943, 4.483], [-2.052, 2.791, 3.339], [0.177, 2.519, 0.087], [-0.415, 3.691, 1.266], [-1.508, 2.459, 0.597], [2.000, 1.999, 1.523], [1.809, 1.213, 3.089], [1.466, 2.946, 2.926], [-0.423, -0.372, 2.553], [0.233, 0.621, 4.546], [-1.115, 0.913, 6.569], [-3.113, 2.383, 6.535], [-3.698, 3.587, 4.454], [-2.335, 3.342, 2.453]], "de_lowest_ev": 0.706, "lumo_ev": -0.7, "e_tot_ev": -73086.329, "homo_lumo_gap_ha": 0.24658, "molar_mass_g_mol": 899.9, "homo_ha": -0.2739}

No. 2
{"formula": "C4H11NO3", "method": "the ωB97M-V functional and the def2-TZVPD basis", "symbols": ["C", "C", "N", "C", "C", "H", "H", "H", "H", "H", "H", "H", "O", "H", "H", "O", "H", "H", "O"], "xyz": [[0.411, 1.789, 2.189], [1.637, 1.116, 2.116], [1.891, 0.866, 0.775], [0.838, 1.251, 0.063], [-0.171, 1.793, 0.941], [0.091, 2.107, 3.170], [2.478, 1.035, 2.788], [2.803, 0.526, 0.504], [0.755, 0.968, -0.973], [-1.186, 2.032, 0.694], [-2.175, -2.761, -1.066], [-1.432, -2.196, -2.367], [-2.251, -2.551, -1.996], [-2.237, -0.338, -0.331], [-1.271, -1.121, 0.522], [-1.339, -0.292, 0.031], [0.151, -1.173, -1.623], [0.568, -1.272, -3.125], [0.439, -1.779, -2.313]], "de_lowest_ev": 0.705, "lumo_ev": [-3.7, -7.5], "e_tot_ev": -11950.336, "multiplicity": 2, "homo_lumo_gap_ha": [0.37502, 0.23590], "molar_mass_g_mol": 121.1, "homo_ha": [-0.5102, -0.5102], "charge": 1}

No. 3
{"formula": "C6H10IN3", "method": "the ωB97M-V functional and the def2-TZVPD basis", "symbols": ["C", "C", "C", "C", "C", "C", "N", "N", "N", "I", "H", "H", "H", "H", "H", "H", "H", "H", "H", "H"], "xyz": [[-2.605, 2.370, -0.677], [-1.646, 4.148, -2.166], [-0.069, -0.469, -1.365], [-0.368, -0.726, 1.085], [1.612, 0.479, 0.406], [0.125, 0.219, 0.032], [-2.286, 3.500, -1.377], [-1.799, 1.530, -0.135], [-0.562, 1.486, 0.210], [-0.409, 3.828, -3.821], [-3.705, 2.341, -0.614], [0.758, -1.149, -1.691], [-0.809, -1.285, -1.283], [-0.075, 0.243, -2.224], [-0.017, -0.539, 2.163], [-1.487, -0.753, 1.189], [0.126, -1.737, 1.046], [2.194, 1.043, -0.385], [1.672, 0.846, 1.449], [2.340, -0.406, 0.394]], "de_lowest_ev": 5.609, "lumo_ev": [-0.6, -0.9], "e_tot_ev": -18949.607, "homo_lumo_gap_ha": [0.26114, 0.26492], "molar_mass_g_mol": 251.1, "homo_ha": [-0.2830, -0.2998]}

No. 4
{"formula": "C27H42O27", "method": "the ωB97M-V functional and the def2-TZVPD basis", "symbols": ["C", "C", "O", "C", "O", "O", "H", "H", "H", "H", "C", "C", "O", "C", "O", "O", "H", "H", "H", "H", "C", "C", "O", "C", "O", "O", "H", "H", "H", "H", "C", "C", "O", "C", "O", "O", "H", "H", "H", "H", "C", "C", "O", "C", "O", "O", "H", "H", "H", "H", "C", "C", "O", "C", "O", "O", "H", "H", "H", "H", "C", "O", "C", "O", "O", "C", "H", "H", "H", "H", "H", "H", "C", "O", "C", "O", "O", "C", "H", "H", "H", "H", "H", "H", "C", "O", "C", "O", "O", "C", "H", "H", "H", "H", "H", "H"], "xyz": [[2.036, -5.062, 0.251], [1.368, -3.701, 0.378], [0.559, -3.845, 1.551], [1.190, -4.755, 2.349], [0.990, -4.889, 3.507], [2.087, -5.465, 1.639], [3.038, -5.010, -0.153], [1.410, -5.784, -0.273], [0.825, -3.423, -0.521], [2.111, -2.940, 0.627], [1.726, -5.396, -5.093], [2.646, -5.806, -3.963], [2.401, -4.780, -2.999], [1.840, -3.707, -3.608], [1.677, -2.649, -3.092], [1.562, -3.992, -4.894], [0.739, -5.859, -5.000], [2.067, -5.588, -6.107], [3.713, -5.839, -4.186], [2.378, -6.772, -3.540], [6.603, -2.097, 0.782], [5.626, -3.084, 1.391], [4.767, -3.294, 0.260], [4.770, -2.182, -0.503], [4.084, -2.015, -1.454], [5.741, -1.332, -0.077], [7.392, -2.546, 0.174], [7.122, -1.416, 1.457], [5.035, -2.710, 2.224], [6.153, -3.985, 1.694], [1.427, -0.382, -0.887], [1.727, 0.326, -2.210], [1.117, 1.603, -2.041], [0.588, 1.721, -0.799], [-0.008, 2.675, -0.425], [0.834, 0.613, -0.070], [2.284, -0.857, -0.418], [0.760, -1.237, -1.037], [1.366, -0.228, -3.069], [2.809, 0.438, -2.290], [-2.047, -1.458, -1.516], [-3.483, -1.929, -1.298], [-4.219, -0.736, -1.592], [-3.429, 0.335, -1.365], [-3.777, 1.461, -1.327], [-2.126, -0.066, -1.242], [-1.753, -1.590, -2.564], [-1.321, -1.985, -0.902], [-3.679, -2.212, -0.265], [-3.749, -2.686, -2.029], [-1.764, 1.294, -5.267], [-0.528, 2.211, -5.372], [0.510, 1.300, -5.799], [0.014, 0.077, -6.050], [0.633, -0.855, -6.442], [-1.323, 0.052, -5.799], [-2.591, 1.669, -5.867], [-2.101, 1.194, -4.240], [-0.192, 2.590, -4.413], [-0.609, 3.001, -6.113], [-2.668, 2.899, 1.683], [-2.953, 2.964, 3.071], [-3.863, 3.864, 3.429], [-4.536, 4.527, 2.686], [-3.875, 3.915, 4.762], [-4.867, 4.732, 5.361], [-2.072, 3.757, 1.378], [-3.528, 2.725, 1.037], [-2.060, 2.019, 1.469], [-4.433, 5.272, 6.204], [-5.626, 4.071, 5.784], [-5.300, 5.481, 4.704], [0.729, 4.066, 2.579], [0.533, 5.351, 3.173], [1.644, 6.057, 3.349], [2.767, 5.724, 3.086], [1.293, 7.224, 3.893], [2.325, 8.147, 4.140], [-0.250, 3.608, 2.526], [1.441, 3.395, 3.061], [1.121, 4.187, 1.567], [3.165, 7.705, 4.673], [1.919, 9.004, 4.670], [2.716, 8.568, 3.204], [-5.911, -0.189, 2.522], [-4.701, -0.472, 1.828], [-3.563, -0.505, 2.515], [-3.467, -0.460, 3.705], [-2.587, -0.589, 1.620], [-1.242, -0.734, 1.978], [-5.962, 0.873, 2.770], [-5.956, -0.763, 3.446], [-6.711, -0.431, 1.832], [-0.687, -1.148, 1.138], [-1.090, -1.467, 2.775], [-0.771, 0.205, 2.265]], "de_lowest_ev": 0.422, "lumo_ev": 0.1, "e_tot_ev": -83962.874, "homo_lumo_gap_ha": 0.38337, "molar_mass_g_mol": 798.6, "smiles": "COC(=O)OC.COC(=O)OC.COC(=O)OC.O=C1OCCO1.O=C1OCCO1.O=C1OCCO1.O=C1OCCO1.O=C1OCCO1.O=C1OCCO1", "homo_ha": -0.3810}

No. 5
{"formula": "C18H20BrF3N6NiO4S", "method": "the ωB97M-V functional and the def2-TZVPD basis", "symbols": ["Ni", "Br", "C", "C", "C", "C", "C", "N", "C", "O", "O", "H", "H", "H", "N", "C", "C", "C", "C", "N", "C", "N", "N", "C", "O", "O", "H", "H", "H", "H", "H", "H", "H", "H", "H", "H", "H", "H", "H", "H", "F", "C", "F", "F", "C", "C", "C", "C", "N", "C", "S", "H", "H", "H"], "xyz": [[1.414, 0.117, -1.092], [4.031, -2.395, -1.965], [4.470, -0.583, -1.652], [5.794, -0.223, -1.484], [6.084, 1.125, -1.324], [5.055, 2.050, -1.380], [3.761, 1.592, -1.538], [3.467, 0.285, -1.642], [2.577, 2.571, -1.628], [2.842, 3.760, -1.645], [1.435, 2.007, -1.699], [6.568, -0.975, -1.482], [7.107, 1.443, -1.173], [5.214, 3.116, -1.305], [-0.068, -0.842, -2.241], [-0.831, -1.599, -1.237], [-1.808, -2.643, -1.822], [-3.298, -2.325, -1.574], [-3.807, -2.774, -0.199], [-3.035, -2.199, 0.889], [-3.233, -1.001, 1.401], [-4.295, -0.246, 1.091], [-2.374, -0.562, 2.330], [0.168, -2.175, -0.192], [-0.281, -2.949, 0.681], [1.357, -1.781, -0.273], [-0.646, -0.153, -2.711], [0.348, -1.462, -2.926], [-1.392, -0.835, -0.693], [-1.569, -3.631, -1.419], [-1.651, -2.693, -2.902], [-3.907, -2.824, -2.332], [-3.457, -1.248, -1.684], [-3.703, -3.856, -0.116], [-4.865, -2.537, -0.071], [-2.051, -2.575, 0.962], [-4.793, -0.452, 0.245], [-4.274, 0.727, 1.351], [-1.530, -1.093, 2.481], [-2.407, 0.396, 2.634], [-1.961, 4.287, 1.493], [-1.792, 3.276, 2.343], [-1.689, 3.821, 3.578], [-2.964, 2.566, 2.379], [-0.608, 2.399, 2.052], [0.417, 2.369, 2.974], [1.489, 1.504, 2.790], [1.484, 0.720, 1.659], [0.533, 0.772, 0.721], [-0.536, 1.610, 0.860], [-1.713, 1.694, -0.362], [0.369, 3.006, 3.847], [2.287, 1.435, 3.513], [2.265, -0.017, 1.489]], "de_lowest_ev": 0.196, "lumo_ev": [0.1, 0.0], "e_tot_ev": -166198.904, "multiplicity": 3, "homo_lumo_gap_ha": [0.27593, 0.26949], "molar_mass_g_mol": 612.1, "homo_ha": [-0.2711, -0.2708]}

No. 6
{"formula": "C20H36B3Cl2N3O3", "method": "the ωB97M-V functional and the def2-TZVPD basis", "symbols": ["C", "C", "C", "C", "C", "C", "C", "B", "O", "B", "C", "N", "C", "O", "B", "C", "Cl", "C", "C", "Cl", "O", "H", "H", "H", "H", "H", "H", "H", "H", "H", "H", "H", "H", "H", "H", "H", "H", "H", "H", "H", "H", "H", "H", "H", "H", "H", "H", "N", "C", "C", "C", "C", "H", "H", "H", "H", "H", "N", "C", "C", "C", "C", "H", "H", "H", "H", "H"], "xyz": [[5.407, -2.369, -0.031], [4.589, -3.223, -1.013], [4.581, -2.746, -2.483], [4.664, -1.240, -2.680], [3.438, -0.508, -2.100], [3.792, 0.759, -1.348], [2.575, 1.596, -0.887], [1.301, 0.740, -0.620], [0.887, 0.370, 0.640], [-0.126, -0.558, 0.598], [-1.442, -0.521, 1.452], [-2.691, -0.479, 0.641], [-3.108, -1.789, 0.123], [0.041, -1.609, -0.320], [0.177, -1.056, -1.557], [0.036, -1.866, -2.912], [-0.094, -3.611, -2.591], [-1.142, -1.225, -3.731], [-0.579, -0.164, -4.664], [-2.084, -2.427, -4.639], [0.476, 0.296, -1.671], [5.882, -3.030, 0.691], [4.763, -1.716, 0.547], [6.203, -1.805, -0.504], [4.889, -4.265, -0.960], [3.556, -3.206, -0.669], [5.380, -3.253, -3.022], [3.648, -3.094, -2.929], [5.595, -0.816, -2.318], [4.639, -1.083, -3.759], [2.742, -0.303, -2.908], [2.940, -1.229, -1.443], [4.374, 1.376, -2.034], [4.474, 0.531, -0.535], [2.369, 2.375, -1.618], [2.845, 2.109, 0.035], [-1.471, -1.455, 2.015], [-1.484, 0.275, 2.194], [-2.495, 0.101, -0.171], [-2.857, -2.597, 0.802], [-2.660, -2.046, -0.839], [-4.186, -1.788, -0.032], [0.957, -1.697, -3.457], [-1.779, -0.707, -3.022], [-1.252, 0.044, -5.486], [-0.439, 0.750, -4.095], [0.396, -0.439, -5.055], [-6.302, 0.400, 4.396], [-5.140, -0.102, 3.871], [-4.894, 0.545, 2.687], [-5.951, 1.479, 2.498], [-6.801, 1.366, 3.567], [-6.724, 0.104, 5.257], [-4.592, -0.875, 4.382], [-4.048, 0.368, 2.027], [-6.074, 2.156, 1.668], [-7.713, 1.886, 3.807], [-1.887, 3.484, 3.384], [-1.657, 4.491, 4.280], [-0.425, 5.024, 4.006], [0.109, 4.312, 2.899], [-0.818, 3.370, 2.538], [-2.716, 2.914, 3.352], [-2.386, 4.741, 5.031], [0.042, 5.835, 4.540], [1.062, 4.472, 2.423], [-0.812, 2.631, 1.755]], "lumo_ev": 0.4, "e_tot_ev": -59017.746, "homo_lumo_gap_ha": 0.31573, "molar_mass_g_mol": 469.9, "homo_ha": -0.3009}

| no. | F_max (eV/A) |
| --- | --- |
| 1 | 2.93 |
| 2 | 2.04 |
| 3 | 3.72 |
| 4 | 1.63 |
| 5 | 1.01 |
| 6 | 1.07 |